# 1
The following is a DFT calculation (the ωB97M-V functional and the def2-TZVPD basis) of 8 unconnected molecules or ions with the total composition C34H90N6O10 in a non-equilibrium geometry.

```
! RIJCOSX wB97M-V def2-TZVPD def2/J DEFGRID3
* xyz 0 1
C 1.97955 -1.03004 0.51002
C 0.50577 -0.78559 0.18438
C 0.33553 0.55084 -0.52318
O 0.04816 -1.77723 -0.72676
H 2.15892 -2.02779 0.92986
H 2.37934 -0.30747 1.22444
H 2.52617 -0.99336 -0.43631
H -0.12814 -0.76894 1.08353
H 0.64008 1.40703 0.07733
H -0.72352 0.73003 -0.72913
H 0.88415 0.55254 -1.46719
H -0.05960 -2.67561 -0.31293
C 5.22907 1.92944 -0.90510
C 3.94341 2.66482 -0.56978
C 3.87340 3.06046 0.88807
O 3.80161 3.83464 -1.37678
H 5.23279 1.60228 -1.94372
H 5.36263 1.07287 -0.24277
H 6.09317 2.58919 -0.76129
H 3.11005 1.99502 -0.79134
H 2.88214 3.44765 1.15153
H 4.59601 3.84575 1.12862
H 4.00767 2.22659 1.58259
H 4.55263 4.39419 -1.15253
C -7.13102 -4.95735 1.64798
O -6.08261 -5.04051 0.70651
C -4.81797 -5.01672 1.32563
C -3.72850 -4.98853 0.26473
N -3.11148 -3.70993 0.01889
C -3.94708 -2.81431 -0.76982
C -3.48604 -1.38627 -0.67047
O -3.66707 -0.90588 0.63979
C -3.58284 0.48503 0.70746
H -8.06936 -4.95572 1.10723
H -7.01879 -4.06546 2.28409
H -7.09982 -5.80454 2.35454
H -4.70637 -5.89205 1.98513
H -4.72661 -4.12299 1.96292
H -4.14995 -5.34607 -0.68286
H -2.96126 -5.75012 0.46161
H -2.72371 -3.33667 0.88167
H -5.00969 -2.89191 -0.52282
H -3.77273 -3.08580 -1.81895
H -4.14902 -0.80542 -1.33972
H -2.45998 -1.25944 -1.03732
H -4.25726 0.97539 -0.00625
H -2.56230 0.84582 0.52607
H -3.86583 0.78527 1.71656
C -2.23226 -2.10894 3.17005
O -1.78885 -3.27671 2.53077
C -0.38735 -3.46017 2.71304
C 0.20792 -4.50140 1.75475
N -0.20475 -4.33528 0.37899
C 0.24743 -5.44432 -0.47532
C 1.65378 -5.24315 -0.97444
O 2.56456 -5.29337 0.10399
C 3.88563 -5.11435 -0.35444
H -1.84604 -1.21504 2.67609
H -1.92594 -2.10849 4.22623
H -3.31970 -2.10979 3.15673
H -0.22686 -3.81602 3.73627
H 0.09639 -2.49390 2.53757
H -0.10173 -5.48911 2.13260
H 1.28493 -4.38225 1.85500
H -1.22540 -4.28339 0.35895
H -0.41987 -5.45078 -1.33857
H 0.16924 -6.39271 0.07525
H 1.72013 -4.27644 -1.48526
H 1.89524 -6.06707 -1.66328
H 4.13766 -5.88362 -1.09615
H 4.54614 -5.18286 0.50424
H 3.99887 -4.13246 -0.83347
C -2.36951 5.62823 0.39835
C -1.17918 4.96203 1.07082
C -1.42002 4.87486 2.55834
O -1.54825 6.17240 3.10332
C -1.89356 6.12729 4.45999
N -1.04434 3.57239 0.55857
H -2.22507 5.72231 -0.67981
H -2.48558 6.64661 0.77551
H -3.28055 5.06799 0.60237
H -0.26036 5.54487 0.92094
H -0.53318 4.39057 3.02386
H -2.26123 4.21062 2.80312
H -1.90724 7.14810 4.83227
H -1.19420 5.49384 5.01376
H -2.91387 5.73282 4.57533
H -0.19086 3.19926 0.97269
H -0.80121 3.70219 -0.42896
C 3.66998 -0.48763 4.59376
C 4.99085 0.13874 4.12829
C 5.24952 1.46886 4.75571
O 4.21014 2.35072 4.47298
C 4.65880 3.67760 4.52939
N 6.17390 -0.71812 4.35006
H 3.67614 -1.55887 4.38207
H 2.79819 -0.05201 4.11084
H 3.60667 -0.39355 5.68502
H 4.90949 0.25309 3.03966
H 6.19816 1.86294 4.36124
H 5.41635 1.36789 5.84327
H 3.83900 4.37753 4.39149
H 5.42982 3.85852 3.76816
H 5.11594 3.89682 5.50706
H 6.25471 -0.89917 5.35235
H 5.96325 -1.63184 3.95521
C 0.00330 -2.70422 -5.85440
C 0.15287 -2.16115 -4.44309
C -0.77851 -0.98685 -4.16915
O -2.08721 -1.38291 -4.42266
C -2.98368 -0.30000 -4.35653
N -0.18381 -3.26424 -3.49803
H 0.45352 -2.04675 -6.60531
H -1.03990 -2.85515 -6.12085
H 0.52677 -3.65923 -5.90809
H 1.18195 -1.87751 -4.21847
H -0.47524 -0.14872 -4.82025
H -0.64688 -0.64484 -3.13230
H -3.16327 -0.04123 -3.30610
H -3.91183 -0.55011 -4.86433
H -2.57464 0.57529 -4.87639
H -0.00443 -2.88103 -2.56868
H -1.20031 -3.34722 -3.52244
C -0.45667 2.49386 -3.80519
C 0.13179 3.85504 -3.47023
C -0.93213 4.95787 -3.52908
O -1.72793 4.92305 -4.67692
C -1.10450 5.51609 -5.79835
N 0.62599 3.80917 -2.06768
H -1.01802 2.48277 -4.73775
H -1.13761 2.21425 -2.99971
H 0.36107 1.77409 -3.87465
H 0.96347 4.14056 -4.12658
H -0.41756 5.93302 -3.44470
H -1.57541 4.86835 -2.65119
H -0.05560 5.22897 -5.88268
H -1.21992 6.60453 -5.74323
H -1.63657 5.17123 -6.68332
H 1.55388 3.38977 -2.05574
H 0.85145 4.77387 -1.80665
*
```

Output
Relative energy (zero: lowest compared OMol25 entry of this formula, charge and spin), kJ/mol: 0.0
Kohn-Sham gap, eV: 8.79
Structure (SMILES): COC[C@H](C)N.COC[C@H](C)N.COC[C@H](C)N.COC[C@H](C)N.COCCNCCOC.COCCNCCOC.CC(C)O.CC(C)O
E_tot, eV: -66129.2755
M, g/mol: 743.1
E_HOMO, eV: -8.32
Strongest force on any atom, eV/A: 1.42

Mulliken atomic charge list, values in e, 6 entries:
1. C -1.344
2. C 1.696
3. C -0.738
4. O 0.478
5. H 0.146
6. H 0.298

=====

# 2
The following is a DFT calculation (the ωB97M-V functional and the def2-TZVPD basis) of 15 unconnected molecules or ions with the total composition C34H92BrFO19 in a non-equilibrium geometry.

```
! RIJCOSX wB97M-V def2-TZVPD def2/J DEFGRID3
* xyz 0 1
C 2.12210 -5.45438 -1.22753
C 1.47743 -4.64906 -0.62297
C 0.70042 -3.67278 0.10321
C 0.87048 -2.29618 -0.54688
C 1.09497 -1.18012 0.49480
C 2.50039 -0.62343 0.49069
C 2.72713 0.29693 1.67701
C 2.04825 1.65447 1.56719
C 0.59347 1.64772 2.07017
O -0.63535 -4.13565 0.05981
C -1.50620 -3.38806 0.85984
C -1.74102 -3.94446 2.25911
C -0.63033 -4.78657 2.80468
F -1.85856 -2.83500 3.09971
C -2.81022 -3.33309 0.08622
Br -3.47596 -5.14087 -0.27496
O -3.78263 -2.64396 0.74729
C -3.75770 -1.22977 0.50379
C -4.78038 -0.63056 1.45679
C -6.05001 -1.45200 1.49205
C -4.14271 -0.86900 -0.91726
O -3.43834 0.35793 -1.19042
C -2.39985 0.21549 -2.11380
O -1.67344 1.39914 -2.07840
C -0.26979 1.18969 -2.17906
C 0.19410 0.76742 -3.55107
O 0.15312 -0.63142 -3.76161
H 2.57813 -6.26977 -1.69510
H 1.12495 -3.64717 1.09928
H 1.72492 -2.29903 -1.19879
H 0.00596 -2.02564 -1.13827
H 0.36820 -0.39985 0.31838
H 0.89812 -1.54517 1.49042
H 2.69735 -0.07955 -0.42140
H 3.18748 -1.44444 0.62295
H 2.42847 -0.18178 2.59789
H 3.78751 0.47653 1.76801
H 2.09138 2.05107 0.56551
H 2.59645 2.33948 2.19937
H 0.41233 0.80845 2.72356
H 0.34578 2.53736 2.62263
H -0.05409 1.58269 1.21134
H -1.21481 -2.35070 0.98385
H -2.67488 -4.47612 2.34988
H -0.28826 -5.50149 2.07805
H 0.18819 -4.12932 3.05349
H -0.92638 -5.29179 3.70449
H -2.56460 -2.94592 -0.89301
H -2.77277 -0.84101 0.73548
H -4.36788 -0.50085 2.44337
H -5.01822 0.33132 1.03310
H -6.83239 -0.85191 1.92813
H -5.94588 -2.33252 2.09870
H -6.37315 -1.71852 0.49788
H -3.88366 -1.63506 -1.63483
H -5.20210 -0.69623 -0.99368
H -1.76300 -0.62696 -1.83398
H -2.80187 -0.00228 -3.10354
H 0.01460 0.43744 -1.44741
H 0.21898 2.12026 -1.94970
H -0.39641 1.28799 -4.28564
H 1.22536 1.07661 -3.61816
H 0.09028 -1.07232 -2.91695
C 1.68392 3.46448 -5.31495
O 2.64470 2.77631 -4.51442
H 0.85902 2.78764 -5.51587
H 1.30827 4.34168 -4.78042
H 2.13494 3.77345 -6.26099
H 3.36115 3.39271 -4.34712
C 5.10447 3.17221 3.10721
O 5.80630 2.05484 2.56786
H 4.46995 2.82781 3.91861
H 5.82019 3.90698 3.48951
H 4.48370 3.62752 2.33475
H 6.35665 2.38897 1.85423
C -6.20573 -0.46770 -3.91618
O -6.98486 -1.59991 -3.55059
H -6.19687 0.22538 -3.07549
H -5.17861 -0.77374 -4.14007
H -6.63874 0.01865 -4.78616
H -6.98183 -2.20014 -4.30093
C -1.44272 5.34585 -2.63788
O -0.49356 4.85676 -1.70542
H -1.15746 6.35200 -2.93288
H -1.45874 4.69551 -3.51758
H -2.43928 5.37348 -2.18964
H -0.77827 3.96804 -1.46360
C 6.23673 6.32199 1.54249
O 6.93325 5.19560 1.00930
H 5.60386 5.97621 2.35435
H 6.94923 7.05755 1.92554
H 5.61465 6.77902 0.76887
H 7.48568 5.51790 0.29230
C 10.01648 5.15960 2.31455
O 10.48705 4.99918 0.97302
H 9.84160 6.21684 2.49167
H 9.08245 4.61245 2.44954
H 10.76359 4.79563 3.02353
H 10.63803 4.06293 0.82867
C 1.77050 4.09059 4.86461
O 2.30571 4.59363 3.64466
H 1.39541 3.08913 4.67168
H 2.54520 4.03765 5.63499
H 0.95275 4.72720 5.21201
H 2.64332 5.47407 3.82384
C -8.95671 -0.55744 3.97911
O -8.48796 0.40966 3.04264
H -8.09254 -0.95141 4.50659
H -9.63778 -0.10204 4.70241
H -9.46678 -1.37903 3.46958
H -9.25062 0.75791 2.57561
C -2.51225 -8.49632 -2.21120
O -3.91168 -8.65684 -2.43353
H -1.98693 -9.03857 -2.99205
H -2.23402 -7.44052 -2.25963
H -2.22862 -8.90965 -1.23812
H -4.37596 -8.17717 -1.74411
C -7.90487 0.15442 -7.73996
O -6.87808 -0.51147 -7.01716
H -8.81506 -0.43234 -7.64506
H -8.08319 1.15506 -7.33287
H -7.64626 0.23910 -8.79881
H -6.07504 0.01542 -7.10309
C 3.79028 -4.28685 2.06311
O 2.75963 -3.74872 2.89559
H 4.12651 -3.49686 1.39737
H 4.63323 -4.62911 2.66827
H 3.40224 -5.11552 1.46797
H 2.46377 -4.44940 3.48171
C -1.30743 -8.94414 2.34556
O -0.77756 -7.98117 1.44047
H -0.48164 -9.33620 2.93301
H -2.03766 -8.48714 3.01972
H -1.78202 -9.76873 1.80661
H -1.51069 -7.63567 0.92392
C -2.75796 3.03674 -5.70796
O -4.00306 2.67604 -6.28062
H -1.97309 2.71715 -6.38823
H -2.69925 4.11896 -5.57392
H -2.62402 2.54002 -4.74292
H -4.69702 2.95719 -5.67818
C 11.72104 6.28241 5.83610
O 10.31364 6.05747 5.85245
H 12.14172 5.68730 5.03055
H 11.94661 7.33625 5.65336
H 12.17682 5.97414 6.78047
H 9.94465 6.58483 6.56399
*
```

Output
Kohn-Sham gap, eV: 10.14
E_tot, eV: -148402.0860
M, g/mol: 904.0
E_HOMO, eV: -9.68
Strongest force on any atom, eV/A: 1.37

Mulliken atomic charge list, values in e, 6 entries:
1. C -0.465
2. C -2.295
3. C 2.918
4. C -1.539
5. C 0.520
6. C -0.710